{"formula": "C6H12O12S3Ti", "method": "the ωB97M-V functional and the def2-TZVPD basis", "orbital_gap_ha": [0.239, 0.400], "relative_energy_kj_mol": 56.5, "total_charge": 1, "e_tot_ha": -3182.341191, "multiplicity": 4, "homo_ev": [-9.7, -13.9], "elements": ["Ti", "C", "C", "O", "S", "O", "O", "O", "H", "H", "H", "H", "C", "C", "O", "S", "O", "O", "O", "H", "H", "H", "H", "C", "C", "O", "S", "O", "O", "O", "H", "H", "H", "H"], "xyz": [[-20.74, -9.40, 5.92], [-16.35, -11.46, 9.39], [-16.63, -12.56, 8.39], [-17.58, -12.00, 7.46], [-18.59, -11.09, 8.32], [-19.64, -11.90, 8.87], [-18.92, -9.89, 7.58], [-17.54, -10.68, 9.49], [-15.59, -10.75, 9.04], [-15.98, -11.84, 10.34], [-17.13, -13.39, 8.89], [-15.71, -12.92, 7.94], [-23.64, -5.59, 9.54], [-24.67, -6.59, 8.98], [-24.00, -7.84, 9.15], [-22.42, -7.73, 9.10], [-21.93, -8.00, 7.77], [-21.87, -8.48, 10.16], [-22.36, -6.12, 9.28], [-23.80, -5.49, 10.61], [-23.75, -4.59, 9.14], [-25.11, -6.50, 7.99], [-25.55, -6.57, 9.63], [-25.51, -11.44, 7.67], [-24.84, -12.41, 6.66], [-23.76, -12.99, 7.39], [-23.11, -11.84, 8.33], [-22.30, -10.91, 7.61], [-22.57, -12.50, 9.48], [-24.53, -11.16, 8.64], [-26.39, -11.85, 8.16], [-25.82, -10.50, 7.20], [-24.44, -11.85, 5.81], [-25.54, -13.16, 6.30]], "lowdin_charge": [0.87, -0.16, -0.15, -0.17, 0.67, -0.20, -0.32, -0.16, 0.14, 0.14, 0.14, 0.14, -0.16, -0.14, -0.18, 0.64, -0.32, -0.17, -0.16, 0.14, 0.14, 0.14, 0.14, -0.16, -0.15, -0.17, 0.65, -0.30, -0.19, -0.18, 0.14, 0.13, 0.12, 0.14]}